(1)
DFT (ωB97M-V/def2-TZVPD) results for a structure of composition C34H47AsCsF6N3O14S4 at a distorted geometry.

```
! RIJCOSX wB97M-V def2-TZVPD def2/J DEFGRID3
* xyz -1 2
F 3.5538 -1.1451 1.3108
H 1.6280 -2.3619 -3.7612
C 5.0294 0.0387 -2.5057
C 2.7818 4.1583 1.5369
O -6.7137 1.6537 -0.7592
H -2.6206 -6.3508 2.8354
C -2.3257 2.3530 3.1237
H 0.7526 -3.2462 -1.6376
C -4.8261 1.0816 1.1256
S -2.9351 2.4667 4.8163
H 1.4220 -3.7424 -5.8536
H -0.7046 1.1296 2.1850
H -0.2992 -0.5610 -2.8829
C -0.2064 -4.9846 -2.5830
H -0.8041 -3.0286 1.7600
C -1.8687 1.1353 5.4195
O -1.5991 -6.2588 -1.2655
C 0.5672 -3.7975 -2.5476
H -5.4755 -0.1675 -2.0412
H -5.0534 1.2900 2.1711
F 0.0045 -0.7266 0.9268
C -0.8716 2.5923 -4.0719
O -0.0038 -4.8337 4.2599
Cs 2.9548 -3.4953 4.2600
C -0.5673 1.2131 -1.6823
C 0.8906 -4.0495 -4.9650
H -2.1747 3.3798 2.7904
H -1.0959 4.3315 -2.9657
C 1.8218 4.9689 -0.5352
H -2.4895 0.5046 6.0560
S -1.4792 -4.7328 4.1651
C 3.8850 1.9918 -1.6224
H -2.3517 -4.7129 0.7129
H -0.5657 0.6381 -0.7681
F 1.6286 -2.6559 0.5734
C -2.5626 -4.4060 1.7373
C -0.9601 1.5483 3.1584
O -0.8683 0.9216 -6.4415
H -1.3729 -2.4702 4.2854
O 6.2298 3.2768 -1.4551
C 6.1744 0.5227 -1.6761
S 5.5267 2.1000 -0.8465
H -0.1255 -5.7582 -5.8645
H 5.5202 -0.3778 -3.3854
H 3.3466 1.3098 -0.9643
O -0.5171 -0.8671 -5.3947
H -1.0010 3.1030 -5.0147
H 4.6823 4.8433 2.0125
C 1.6968 4.2340 0.6489
H 6.4531 -0.1573 -0.8711
H 0.7991 3.6446 0.7642
H -0.9787 3.2319 -0.7966
N 5.3575 6.2459 -0.3437
H 3.1628 0.9695 -3.3702
H -1.9456 -0.2925 3.8804
H -2.7486 0.2309 1.2688
H -3.0847 1.7854 2.5854
H -0.9586 -6.5504 -3.8699
H -2.3267 -2.2647 1.6617
C -0.4833 -5.5815 -3.8281
H -0.2616 -0.0949 4.4647
C 1.1547 -3.3324 -3.7391
C -3.7257 -0.1923 -0.6437
S -6.2347 0.5631 0.0835
H -3.6345 -4.2949 1.9009
O 6.0334 6.6555 0.5916
H -1.1186 1.5849 6.0701
O 5.2946 1.8914 0.5909
F 1.5379 -1.5166 2.8578
C -2.0011 -5.4711 2.6607
C -1.8199 -3.0976 2.1493
H 4.4064 -0.6122 -1.8922
F 1.9814 -0.5537 -0.5958
O -4.3526 2.0660 4.9757
H -5.6784 -1.4249 -0.8343
H -3.3859 0.7215 -1.1312
C -0.7191 1.1646 -4.0569
C 3.9301 4.8405 1.2376
H -4.1088 -0.8749 1.3608
O -2.2770 -5.2730 5.2079
F 2.0162 0.7599 1.6964
H -4.4431 1.9774 0.6367
O -2.3318 3.6503 5.3946
H -0.1470 2.2220 3.4289
As 1.7831 -0.9517 1.1698
C 3.0491 5.5103 -0.9143
H 2.7663 3.4840 2.3804
O -7.0759 -0.2499 0.9381
H 4.7042 1.8391 -3.5973
C -3.7352 0.0169 0.8577
O 0.0948 -5.3630 -0.2724
C 4.0985 5.5262 -0.0141
H -3.0013 -0.8703 -1.0952
C -2.0318 -3.1162 3.7053
H -1.1091 -5.9555 2.2635
N -0.5943 -5.5252 -1.3040
C -0.0028 -5.0803 -5.0327
N -0.6925 0.3872 -5.3667
H 7.0483 0.9185 -2.1934
C -0.7373 2.6302 -1.6604
O 5.7126 6.3681 -1.5321
H 3.3791 2.9570 -1.6473
C -1.1892 0.4187 4.2122
C -0.5475 0.4899 -2.8675
C -0.9009 3.2719 -2.8900
H 0.9850 4.9905 -1.2177
C 4.1269 1.2084 -2.9213
H -3.0820 -3.1806 3.9900
C -5.1996 -0.4654 -1.0296
H 3.1326 6.0647 -1.8374
*
```

For the HOMO-LUMO gap (alpha / beta), the calculation gives 2.2826 / 5.5658 eV. The expectation value of S² is 0.7688. The HOMO energy (alpha / beta) comes out at -1.8 / -5.1 eV.



(2)
DFT (ωB97M-V/def2-TZVPD) results for a structure of composition C34H47IrN2O3Se at a distorted geometry.

```
! RIJCOSX wB97M-V def2-TZVPD def2/J DEFGRID3
* xyz 0 1
H 4.4240 3.5101 -1.3934
Ir 1.4003 -0.4933 -0.4908
C 4.9863 1.8664 -2.7144
O 1.9400 0.5511 1.0484
H -3.1835 0.6755 -5.2294
H -5.6684 -1.6688 -3.8127
H 0.7915 1.3056 5.3728
C 1.1348 0.3850 2.1138
H 3.3707 -1.1088 -2.6360
H -1.3631 -2.7039 5.0910
H -5.1560 -2.2714 -0.0955
H -0.3288 -1.8543 -5.5289
H -3.8803 -4.3912 -0.8955
C -1.2479 -0.5642 5.6634
H 1.8039 3.3262 5.0871
C -2.7485 -0.3006 5.4324
H -5.8367 -1.1361 -1.3180
H -2.2165 1.8800 -4.3083
H -0.9835 1.2893 6.8318
C -2.8417 -1.2901 -3.3180
H 1.0606 -0.0356 -4.4659
H 2.3097 2.9117 1.3535
C -0.6914 -0.8005 3.1878
C 3.9273 1.4164 3.1127
C -0.8220 0.1961 6.9442
C -3.3269 -1.9704 -2.1830
H -1.8803 1.5705 -6.0522
H 2.9354 1.9972 5.5836
C 4.2432 2.4940 -1.7143
H 0.0564 -2.2779 6.1075
H 2.4123 -1.8801 -0.3289
H -3.1334 -0.8733 4.5633
H 2.6173 2.2137 -0.3248
H 0.2715 1.5091 -3.9037
H -1.5846 -2.4001 6.8384
C 6.1037 2.5286 -3.4425
H 1.3970 3.7909 2.6262
C -2.1656 1.0919 -5.0900
Se -0.2047 -1.7736 0.5711
H 3.9864 0.9893 2.0929
H 3.5675 3.4886 4.8261
H -0.7734 -0.6283 -6.7706
C -0.4402 -0.1525 4.4083
C 2.5786 2.1192 3.4072
H 0.4768 1.1602 -5.6455
C 3.6450 -0.0847 -2.3987
H 5.2332 0.0245 -3.8355
C 2.3523 3.2673 2.4008
C 2.7223 2.7658 4.8084
C -4.6563 -2.7629 -2.1857
C -2.5277 -1.9698 -1.0295
H -1.4507 -1.5681 3.1275
H -3.4341 -1.2797 -4.2148
C -0.7781 -0.7198 -2.1663
C -1.1381 0.0068 -4.6918
H -3.6741 -4.6724 -2.6586
H -4.7675 -3.1454 -4.3551
H -3.3400 -0.6069 6.3226
H 7.1928 4.2305 -3.6421
H 3.1777 4.0094 2.4596
C -1.0743 -1.0741 -5.7977
H -6.3350 -3.3055 -3.5054
C -5.3956 -2.7119 -3.5456
H -2.9250 0.7804 5.2478
N 6.4275 3.8169 -3.1240
H 4.7714 2.1353 3.1968
H 4.1011 0.5919 3.8392
C 0.2478 0.6962 -4.6609
C -4.3571 -4.2525 -1.8876
C -1.0233 -2.0718 5.9370
H -6.5576 -2.7737 -1.0918
H 0.2480 0.0053 7.1815
H -5.2923 -4.8533 -1.8897
C 0.0699 -0.5439 2.0499
C -5.6041 -2.2019 -1.1082
O 0.4760 -0.2370 -2.1674
C 1.4018 1.0983 3.3164
N 2.9123 0.5005 -1.4289
O 6.7311 1.9395 -4.3154
H -1.4175 -0.1431 7.8197
H -2.0515 -1.5733 -5.9559
C 3.2267 1.7728 -1.1093
C -1.5767 -0.6550 -3.3478
C -1.2757 -1.3582 -1.0014
C 4.6791 0.5484 -3.0627
H 5.9748 4.3836 -2.4259
C 0.5928 0.8092 4.4446
H -2.8491 -2.5096 -0.1492
*
```

For the HOMO-LUMO gap, the calculation gives 6.3885 eV. The HOMO energy comes out at -7.0 eV.